(1)
{"formula": "C6H9BBrCl2F6N4OP", "method": "wB97M-V/def2-TZVPD", "species": ["C", "B", "O", "N", "N", "C", "N", "C", "Cl", "C", "C", "Cl", "N", "C", "Br", "H", "H", "H", "H", "H", "H", "H", "H", "H", "F", "P", "F", "F", "F", "F", "F"], "positions_angstrom": [[3.13541, 0.59750, 1.21130], [2.74600, 0.84810, -0.28112], [3.67028, 0.97813, -1.25892], [1.30274, 0.99878, -0.62084], [0.28892, 1.00575, 0.30507], [-0.85457, 1.11924, -0.35867], [-2.09236, 1.15959, 0.16737], [-2.45556, 1.13389, 1.52582], [-1.40908, 1.89712, 2.65402], [-3.60890, 0.57504, 1.88502], [-4.54227, -0.06880, 0.90082], [-4.11375, 0.59907, 3.52287], [-0.64446, 1.17835, -1.67370], [0.66460, 1.10007, -1.80001], [1.43795, 1.09407, -3.45110], [2.48367, 1.10312, 1.93131], [4.12321, 1.03788, 1.35285], [3.17903, -0.47036, 1.42667], [3.74079, 0.19004, -1.81543], [0.48625, 0.90084, 1.28593], [-2.83740, 1.22649, -0.50906], [-4.05879, -0.85827, 0.32704], [-4.98283, 0.69372, 0.25349], [-5.37109, -0.51817, 1.44243], [0.56313, -2.89902, -2.58433], [1.38257, -2.53809, -1.20884], [0.27122, -1.28554, -1.06323], [0.23584, -3.43507, -0.45221], [2.40398, -1.16933, -1.17335], [2.61052, -3.21094, -2.05773], [2.24494, -2.98319, 0.11653]], "forces_ev_per_angstrom": [[-0.1, 0.9, 0.0], [0.3, -1.0, 0.4], [0.2, 0.2, -0.1], [-0.3, 1.0, -0.4], [0.4, 0.1, -0.1], [-0.2, -0.2, 0.1], [0.1, 0.3, 0.2], [-0.2, -0.3, -0.1], [0.2, 0.2, 0.0], [0.0, -0.2, -0.1], [-0.3, 0.0, 0.4], [-0.1, 0.1, 0.2], [-0.1, 0.4, -0.1], [-0.5, 0.0, 0.4], [0.3, 0.0, -0.3], [0.0, -0.2, 0.1], [0.1, -0.2, 0.1], [0.0, 0.0, 0.0], [-0.1, 0.2, -0.1], [0.0, -0.1, 0.0], [0.1, 0.0, -0.1], [0.1, 0.1, -0.1], [0.1, -0.1, -0.2], [0.0, 0.0, 0.0], [0.3, 1.0, 0.0], [-0.4, -1.2, -0.1], [0.3, -0.8, 0.7], [0.4, -0.3, -0.6], [0.1, -0.5, -0.8], [-0.4, -0.3, 0.5], [-0.4, 1.0, 0.2]], "energy_ha": -4988.3024, "orbital_gap_ev": 9.305, "e_lumo_ev": -0.45, "homo_ev": -9.759, "charge": 0, "largest_force_ha_per_bohr": 0.02554}



(2)
{"formula": "C21H56N5O8Ti", "method": "wB97M-V/def2-TZVPD", "species": ["Ti", "O", "C", "O", "O", "H", "C", "C", "C", "O", "C", "N", "H", "H", "H", "H", "H", "H", "H", "H", "H", "H", "H", "C", "C", "C", "O", "C", "N", "H", "H", "H", "H", "H", "H", "H", "H", "H", "H", "H", "C", "C", "C", "O", "C", "N", "H", "H", "H", "H", "H", "H", "H", "H", "H", "H", "H", "C", "C", "C", "O", "C", "N", "H", "H", "H", "H", "H", "H", "H", "H", "H", "H", "H", "C", "C", "C", "O", "C", "N", "H", "H", "H", "H", "H", "H", "H", "H", "H", "H", "H"], "positions_angstrom": [[0.71706, -4.17457, -0.28555], [1.43244, 0.68401, 0.98973], [1.24518, -0.55181, 0.59076], [1.26777, -1.51645, 1.37544], [0.78531, -0.75013, -0.50271], [1.12277, 0.99807, 0.13704], [4.02279, 5.79813, -5.94668], [3.74078, 4.50922, -5.12068], [3.29858, 4.90950, -3.62114], [3.65352, 3.86714, -2.74052], [3.93049, 4.19296, -1.36182], [2.73244, 3.69023, -5.81104], [4.90771, 6.28065, -5.53173], [3.21392, 6.51002, -6.11118], [4.39638, 5.56052, -6.94271], [4.73696, 4.06721, -5.13941], [2.21525, 4.95372, -3.73314], [3.70852, 5.85731, -3.27228], [3.01248, 4.68098, -1.03440], [4.78013, 4.87353, -1.30683], [3.98732, 3.33256, -0.69505], [3.07159, 3.56863, -6.75459], [2.67802, 2.77382, -5.38993], [-2.51234, -0.91023, -4.69871], [-1.30110, -1.41684, -5.43042], [-1.64030, -1.29305, -6.87837], [-0.76103, -2.19367, -7.45957], [0.23487, -1.56803, -8.27561], [-0.10492, -0.72301, -5.00798], [-3.22195, -1.73384, -4.77753], [-2.93170, 0.00479, -5.11700], [-2.23013, -0.76136, -3.65645], [-1.15735, -2.46874, -5.18353], [-1.62747, -0.26755, -7.24754], [-2.58736, -1.75513, -7.15703], [-0.14628, -1.28552, -9.25694], [0.80239, -2.48525, -8.43286], [0.72524, -0.68357, -7.86897], [-0.36055, 0.25126, -4.93347], [-0.08482, -0.96949, -4.02873], [2.17455, 0.73115, 5.93334], [3.65852, 0.82603, 5.84705], [4.40963, 0.33675, 7.12574], [3.78137, 0.78107, 8.40245], [3.90758, 2.15176, 8.78446], [4.11085, 0.10028, 4.62338], [2.11209, -0.32125, 6.21020], [1.70528, 1.13015, 5.03407], [1.83331, 1.21218, 6.85000], [4.03069, 1.84554, 5.74610], [5.47957, 0.53136, 7.19951], [4.29749, -0.73882, 7.26240], [3.30463, 2.69443, 8.05641], [4.94083, 2.48905, 8.86653], [3.21302, 2.34048, 9.60304], [3.62612, -0.77859, 4.51055], [3.71027, 0.58537, 3.83324], [-1.37204, -5.78027, 2.32767], [-1.01653, -6.89592, 1.31716], [-1.97884, -7.14944, 0.05354], [-1.77045, -5.94765, -0.72976], [-2.85079, -5.94606, -1.64779], [0.42397, -6.76476, 1.03310], [-1.83412, -6.30464, 3.16410], [-2.16760, -5.12320, 1.97633], [-0.58740, -5.16596, 2.76934], [-1.05938, -7.85449, 1.83427], [-2.91842, -7.35231, 0.56747], [-1.58617, -8.00476, -0.49631], [-2.75384, -5.04077, -2.24709], [-3.82375, -5.84013, -1.16796], [-2.87779, -6.78777, -2.33981], [1.05804, -6.66440, 1.81283], [0.72609, -7.47478, 0.38141], [-6.20607, 3.73699, 2.64442], [-5.60770, 2.78404, 3.77919], [-4.38928, 1.85639, 3.32617], [-4.63217, 1.15600, 2.04599], [-3.53192, 0.46232, 1.50822], [-5.28431, 3.49021, 4.92643], [-5.47427, 4.53019, 2.49145], [-7.15332, 4.21627, 2.89164], [-6.46296, 3.17821, 1.74449], [-6.47148, 2.14334, 3.95669], [-4.31728, 1.23774, 4.22071], [-3.41696, 2.34299, 3.24925], [-2.97376, 1.31570, 1.12314], [-3.95616, -0.26099, 0.81184], [-3.07079, -0.07153, 2.33916], [-6.08661, 3.97118, 5.30734], [-4.62436, 4.23560, 4.75622]], "forces_ev_per_angstrom": [[-0.2, 0.5, 0.9], [0.8, 1.5, 0.3], [-1.6, -4.2, 2.7], [1.6, -1.3, 2.5], [-1.0, 0.7, -5.6], [0.0, 1.9, -0.3], [0.4, -0.3, -0.1], [0.1, 1.9, 0.4], [0.3, -1.2, -1.6], [0.8, -1.3, 0.5], [-1.7, 0.9, -1.2], [0.3, 0.5, 0.5], [-0.3, 0.4, 0.4], [-0.2, -0.1, 0.5], [-0.3, -0.5, -0.3], [0.0, -0.6, 0.7], [-0.3, 0.4, 0.4], [0.1, 0.2, -0.3], [0.1, 0.6, 0.5], [0.1, -0.1, 0.3], [0.5, -0.3, -0.7], [-0.1, -0.2, -0.2], [0.0, -0.2, 0.1], [-0.3, -0.7, 0.9], [-1.5, 0.9, 0.6], [0.0, -1.5, 0.1], [1.5, 1.0, -2.0], [-0.5, -1.9, -0.4], [0.3, 0.1, 0.0], [-0.6, 0.3, 0.3], [0.0, 0.0, 0.0], [-0.4, 0.1, 0.2], [0.0, -0.1, -0.3], [0.3, 0.1, -0.1], [-0.7, 0.6, 0.7], [-0.4, 0.1, -0.1], [1.3, 0.8, -0.3], [0.2, -0.4, 0.6], [0.2, 0.6, -0.3], [0.8, -0.1, 0.4], [0.5, 0.0, 1.8], [1.9, 0.3, -0.3], [-1.5, -0.2, 1.5], [0.7, -0.3, -0.6], [-1.6, -0.6, -1.6], [0.4, 0.4, 0.4], [-1.2, -0.3, -0.8], [-0.2, -0.6, 0.2], [-0.3, 0.4, -0.2], [-0.3, 0.3, -0.4], [0.0, 0.4, -0.6], [0.0, -0.2, -0.4], [0.8, 0.8, -0.7], [-0.2, 0.1, 0.3], [0.9, -0.5, 0.9], [-0.1, -0.5, 0.6], [0.2, 0.5, -0.3], [-1.7, -0.7, 0.1], [0.8, -1.1, 0.7], [4.2, 2.1, 2.5], [-1.9, -1.7, 0.2], [-0.2, 1.7, -1.1], [-0.1, 1.4, -2.4], [0.0, 0.2, 0.3], [0.2, 0.2, -0.3], [0.4, -0.2, -0.5], [-0.6, -0.2, 0.4], [-0.6, 0.5, -0.9], [-0.3, -0.2, -0.1], [0.1, 0.0, -0.2], [0.0, -0.3, 0.4], [0.3, -0.3, 0.2], [-0.4, -0.3, 0.2], [0.4, -0.1, 0.2], [0.8, -0.8, 0.4], [-1.2, -0.4, -4.2], [-1.2, 0.1, -0.8], [-2.1, 1.0, 2.5], [-0.6, 0.9, 1.2], [0.7, 1.0, 2.3], [0.0, 0.0, -0.5], [0.0, 0.0, 0.7], [0.6, 0.0, -0.2], [0.3, -0.5, 0.5], [0.2, -0.9, -0.3], [-0.1, 0.7, -0.1], [1.1, -1.0, -0.7], [0.4, 0.3, -0.3], [0.7, -0.1, -0.3], [-0.2, -0.2, 0.1], [0.3, 0.0, -0.2]], "energy_ha": -2558.5030, "orbital_gap_ev": [6.789, 6.981], "e_lumo_ev": [-0.31, -0.61], "e_above_lowest_ev": 6.350, "homo_ev": [-7.101, -7.596], "charge": 0, "spin_multiplicity": 4, "s_squared": 3.75, "largest_force_ha_per_bohr": 0.11229}



(3)
{"formula": "C11H13BrO5", "method": "wB97M-V/def2-TZVPD", "species": ["C", "C", "H", "O", "C", "C", "C", "C", "C", "C", "O", "C", "H", "H", "C", "O", "O", "H", "H", "Br", "C", "O", "H", "H", "H", "H", "H", "H", "H", "H"], "positions_angstrom": [[1.12132, 2.69124, 2.78166], [-0.20128, 2.11070, 2.75300], [-0.48415, 1.90188, 3.78952], [-0.22701, 0.80499, 2.34957], [-0.02016, 0.68871, 1.04109], [-0.35842, 1.55859, 0.12531], [-0.49321, 1.25357, -1.17522], [-0.09294, -0.25722, -1.59554], [0.05759, -1.22114, -0.58058], [-0.00094, -0.78014, 0.66946], [0.12295, -2.03166, 1.69097], [1.17861, -1.69879, 2.77932], [1.65546, -2.39050, 2.88808], [1.82453, -0.98543, 2.36843], [0.51996, -1.08341, 3.96473], [0.86166, -0.47673, 4.91259], [-0.93668, -1.25000, 4.00545], [-1.24936, -1.75853, 3.23530], [0.12507, -2.33763, -0.99555], [-0.37685, -0.83243, -3.38249], [-0.36520, 2.17793, -2.30044], [0.57713, 2.24718, -2.95042], [1.38441, 2.46315, -2.47317], [-1.39026, 1.86328, -3.00254], [-0.52824, 2.94496, -1.89563], [-0.43274, 2.48924, 0.23511], [-0.91174, 2.91780, 2.38681], [1.57367, 2.56957, 1.75483], [1.10746, 3.72840, 3.33396], [1.82232, 2.10720, 3.37105]], "forces_ev_per_angstrom": [[2.9, 1.6, 0.1], [-2.1, 1.7, 4.0], [-0.3, 1.0, 0.3], [0.4, 0.2, -1.1], [-1.2, -8.6, 1.6], [0.3, -3.5, -3.2], [3.5, -8.4, -3.3], [-2.4, 3.6, 1.9], [-0.2, -1.8, -4.7], [1.4, -0.1, 4.3], [1.6, 4.2, -0.2], [-11.3, 13.1, -4.3], [9.0, -14.4, 2.8], [0.9, 1.4, -0.6], [-5.6, -0.6, 0.9], [2.6, 0.6, 0.3], [2.1, -0.7, -0.8], [0.3, 0.2, 0.1], [0.0, 2.5, 1.7], [0.3, 0.2, 0.4], [-16.4, -10.0, 2.9], [16.4, -0.2, -11.1], [0.2, 0.0, -0.1], [2.4, 1.1, 1.5], [-3.9, 12.0, 5.8], [-0.7, 7.6, 2.0], [0.1, -1.7, -0.4], [-0.3, 1.3, 0.8], [0.1, -1.7, -1.8], [-0.1, -0.3, 0.4]], "energy_ha": -3376.7730, "orbital_gap_ev": 8.257, "e_lumo_ev": 0.00, "e_above_lowest_ev": 10.646, "homo_ev": -8.257, "charge": 0, "largest_force_ha_per_bohr": 0.38493, "smiles": "CCOc1cc(CO)c(Br)cc1OCC(=O)O"}



Look up the charge of the first one.
0